# 1
This record from the Open Molecules 2025 dataset describes a cluster of 9 separate species, C25H68O23S9 in total. The level of theory is the ωB97M-V functional and the def2-TZVPD basis.

Geometry as XYZ:
```
125
Properties=species:S:1:pos:R:3:forces:R:3:lowdin_charge:R:1
C 0.220 0.126 4.436 0.71 0.29 0.11 -0.258
S -0.586 -1.112 5.432 0.28 -0.10 -0.01 0.807
O 0.512 -2.075 5.699 0.40 -0.86 0.45 -0.574
C -0.834 -0.146 6.956 0.69 -1.15 0.41 -0.225
H -0.405 0.980 4.536 -0.87 0.84 -0.80 0.032
H 0.348 -0.301 3.426 -0.23 0.49 0.36 0.040
H 1.193 0.504 4.823 -0.39 -0.93 0.08 0.056
H -1.818 0.288 6.945 -0.33 0.27 0.01 0.035
H -0.043 0.592 6.957 0.07 0.33 0.38 0.037
H -0.708 -0.862 7.823 -0.19 0.77 -1.09 0.079
C -1.146 4.236 -7.717 1.50 0.10 -1.82 -0.290
S -0.865 5.230 -6.275 -0.78 -0.45 1.12 0.842
O 0.199 4.528 -5.493 -0.11 0.39 -0.27 -0.558
C -2.460 4.651 -5.553 0.96 -0.29 -1.91 -0.234
H -2.085 4.377 -8.214 -0.69 0.38 0.06 0.045
H -1.038 3.186 -7.479 0.16 -0.19 0.31 0.039
H -0.374 4.531 -8.476 -0.44 -0.42 0.72 0.068
H -2.761 5.125 -4.684 -0.13 1.10 1.85 0.015
H -2.280 3.600 -5.407 -0.16 -0.31 0.18 0.006
H -3.227 4.812 -6.297 -0.23 -0.03 -0.23 0.051
O 1.781 0.492 -0.792 0.37 0.63 0.24 -0.269
S 0.630 0.113 -0.027 0.70 -2.27 -1.04 0.548
O 0.863 -0.657 1.167 0.04 0.43 0.36 -0.282
O -0.320 1.300 0.254 -0.34 0.73 -0.31 -0.257
C 0.179 2.376 1.075 0.16 -0.83 0.97 -0.232
C 1.118 3.305 0.381 2.06 0.16 1.33 -0.060
C -0.457 -0.755 -1.073 0.59 0.14 -0.57 -0.088
H 0.627 1.859 1.956 -0.12 0.71 -0.39 0.116
H -0.725 2.860 1.399 -0.23 0.23 0.24 0.101
H 2.126 2.854 0.198 -0.90 0.33 0.19 0.095
H 1.250 4.188 1.034 0.12 -0.42 -0.01 0.094
H 0.789 3.727 -0.519 -0.84 0.18 -1.45 0.048
H -0.612 -0.074 -1.917 0.02 -0.70 -0.17 0.069
H -1.314 -0.739 -0.481 -1.98 -0.23 0.75 0.033
H -0.178 -1.808 -1.282 0.27 1.04 -0.09 0.077
O -4.868 -0.043 -0.443 -0.14 0.83 -0.72 -0.303
S -4.805 1.267 -1.074 -2.12 -0.79 2.39 0.563
O -5.594 2.324 -0.421 1.06 -1.21 -1.49 -0.298
O -3.340 1.651 -1.098 1.60 0.71 -0.13 -0.245
C -2.819 2.992 -0.716 -0.35 -1.02 -1.60 -0.168
C -1.911 3.401 -1.836 0.85 0.52 0.08 -0.039
C -5.301 1.076 -2.765 -0.38 0.68 -0.35 -0.115
H -2.416 2.859 0.255 0.63 -0.14 0.62 0.067
H -3.644 3.658 -0.652 -0.82 0.51 0.17 0.108
H -2.417 3.846 -2.685 -0.40 -0.53 -0.25 0.066
H -1.156 2.678 -2.157 -0.48 -0.27 0.05 0.090
H -1.319 4.225 -1.495 0.48 0.70 0.50 0.072
H -5.109 0.104 -3.241 0.42 0.27 0.67 0.080
H -4.848 1.893 -3.379 -0.64 -0.58 0.52 0.077
H -6.389 1.155 -2.616 0.27 0.27 -0.59 0.071
O 3.958 -5.913 2.068 0.38 -0.13 -0.56 -0.265
S 3.146 -4.921 2.674 -0.17 2.50 1.59 0.572
O 3.614 -3.565 2.976 -0.03 -1.68 -0.86 -0.307
O 1.852 -4.770 1.805 0.01 -1.00 -0.29 -0.261
C 0.916 -3.716 2.150 0.89 0.68 -0.33 -0.233
C -0.099 -3.695 1.032 -0.25 -0.06 -0.31 -0.056
C 2.598 -5.519 4.245 0.59 0.06 -0.59 -0.101
H 1.551 -2.795 2.146 -1.04 -0.49 0.19 0.111
H 0.534 -3.911 3.151 -0.21 0.10 0.00 0.107
H -0.645 -4.654 0.812 0.42 0.95 0.69 0.115
H 0.453 -3.453 0.135 0.17 -0.10 -0.36 0.039
H -0.758 -2.830 1.171 -0.07 -0.49 0.06 0.044
H 2.553 -6.587 4.227 0.05 -0.63 0.08 0.065
H 1.666 -5.096 4.521 -0.83 0.49 0.18 0.048
H 3.361 -5.120 4.891 0.24 -0.20 0.51 0.071
O 2.522 -1.520 -3.235 0.15 2.50 -1.70 -0.255
S 2.731 -2.568 -2.349 1.86 -2.08 2.86 0.611
O 1.547 -3.203 -1.857 -0.12 -1.40 -0.46 -0.299
O 3.853 -3.521 -3.116 -0.97 0.24 0.53 -0.250
C 3.586 -4.925 -3.366 0.40 0.34 -1.17 -0.258
C 3.165 -5.207 -4.811 1.90 0.35 0.30 -0.057
C 3.658 -2.242 -0.786 0.54 2.48 -0.91 -0.079
H 2.785 -5.182 -2.786 -2.06 -0.77 1.91 0.066
H 4.430 -5.537 -3.052 0.28 0.38 -0.06 0.127
H 4.091 -5.060 -5.402 -0.75 0.09 -0.24 0.083
H 2.383 -4.508 -5.104 -0.04 -0.32 -0.18 0.079
H 2.909 -6.270 -4.901 -0.31 0.36 0.00 0.083
H 3.979 -3.188 -0.397 -0.04 -0.47 0.17 0.053
H 3.054 -1.632 -0.058 0.12 -0.97 -0.93 0.063
H 4.552 -1.578 -0.994 -0.88 -0.98 -0.06 0.093
O -1.615 -0.442 -4.186 0.10 1.05 -0.50 -0.285
S -1.722 0.551 -5.236 0.06 -1.43 -0.14 0.549
O -2.740 1.570 -5.167 0.35 -0.55 0.10 -0.303
O -0.394 1.321 -5.498 1.02 0.15 0.10 -0.282
C 0.944 0.605 -5.592 -1.44 -0.55 0.55 -0.166
C 1.976 1.173 -4.679 -0.41 1.81 -0.16 -0.047
C -1.956 -0.352 -6.774 -0.25 1.29 0.14 -0.110
H 1.246 0.627 -6.616 -0.15 0.26 -0.75 0.113
H 0.710 -0.421 -5.326 0.14 -0.21 0.09 0.103
H 1.576 1.978 -4.083 -0.80 0.06 0.50 0.082
H 2.700 1.790 -5.212 0.54 -0.80 -0.19 0.091
H 2.321 0.432 -4.001 0.81 -0.40 0.26 0.034
H -1.815 0.439 -7.533 -0.07 -0.61 0.07 0.071
H -3.022 -0.592 -6.717 0.29 -0.44 -0.29 0.069
H -1.274 -1.202 -6.916 -0.38 0.36 0.28 0.080
O -2.972 0.490 4.356 -0.07 0.00 -0.64 -0.307
S -3.365 0.657 2.977 0.27 -0.32 -0.16 0.584
O -3.030 1.836 2.255 0.34 0.70 0.01 -0.265
O -2.716 -0.491 2.058 -0.17 0.50 0.95 -0.261
C -2.918 -1.885 2.430 -0.88 0.15 -0.59 -0.231
C -3.636 -2.484 1.202 2.31 -2.23 1.65 -0.038
C -5.115 0.436 2.909 0.06 0.85 0.33 -0.098
H -3.442 -1.895 3.387 -0.31 -0.28 -0.17 0.108
H -1.969 -2.356 2.614 0.51 0.10 0.06 0.083
H -3.839 -3.588 1.374 -0.54 1.43 -0.06 0.111
H -2.901 -2.527 0.402 0.06 0.33 -0.25 0.063
H -4.386 -1.815 0.931 -1.73 0.40 -0.57 0.024
H -5.436 0.440 1.885 -0.01 -0.44 -0.58 0.041
H -5.616 1.323 3.367 0.71 -0.76 0.06 0.103
H -5.283 -0.475 3.457 -0.60 -0.29 0.08 0.064
O 4.999 2.303 7.064 2.25 0.37 0.88 -0.261
S 3.684 1.887 6.837 -2.46 -0.60 -1.48 0.571
O 2.614 2.656 7.428 0.29 -0.98 0.13 -0.295
O 3.447 1.913 5.260 -0.17 -0.65 -0.34 -0.297
C 2.949 3.068 4.570 0.83 1.35 0.05 -0.256
C 4.119 3.801 3.902 0.44 -1.12 -0.06 -0.069
C 3.551 0.059 7.013 0.12 0.42 -0.51 -0.086
H 2.528 3.762 5.304 -0.71 -0.44 -0.28 0.114
H 2.284 2.702 3.780 -0.27 0.10 0.56 0.107
H 4.628 2.980 3.330 0.00 1.18 0.18 0.097
H 4.793 4.224 4.656 -0.02 -0.34 -0.11 0.077
H 3.821 4.645 3.268 -0.20 -0.46 -0.07 0.075
H 2.793 -0.406 6.311 0.88 0.74 0.93 0.072
H 3.307 -0.085 8.053 -0.40 -0.17 0.34 0.054
H 4.569 -0.365 6.882 -0.68 0.45 -0.28 0.079
```
Positions in Å, forces in eV/Å.

Its relative energy (zero: lowest compared OMol25 entry of this formula, charge and spin) is 22.8 kcal per mole.



# 2
This record from the Open Molecules 2025 dataset describes an isolated molecule of C4H6BrCl. The level of theory is the ωB97M-V functional and the def2-TZVPD basis.

Geometry as XYZ:
```
12
Properties=species:S:1:pos:R:3:forces:R:3:lowdin_charge:R:1
C 0.159 -0.167 -0.396 -1.29 -0.12 1.65 -0.555
C -0.332 1.204 -0.764 1.13 -0.15 -0.32 -0.515
C 1.282 0.001 0.550 -0.29 2.11 2.77 -0.609
C -1.001 -1.034 0.221 -0.76 -1.44 -1.32 -0.092
Cl -1.420 2.018 0.245 -0.47 0.12 0.41 0.650
Br 3.039 -0.110 -0.004 0.63 -0.15 -0.32 0.731
H 0.895 -0.572 -1.039 -1.16 -1.12 -2.79 0.059
H 0.234 1.924 -1.349 0.15 -0.48 -0.05 0.058
H 1.225 0.684 1.418 -0.18 -0.55 -0.37 0.054
H -1.431 -0.640 1.142 0.47 0.30 -0.02 0.052
H -0.742 -2.091 0.415 0.61 0.61 0.13 0.075
H -1.908 -1.217 -0.440 1.15 0.88 0.23 0.093
```
Positions in Å, forces in eV/Å.

Its relative energy (zero: lowest compared OMol25 entry of this formula, charge and spin) is 85.0 kcal per mole.



# 3
This record from the Open Molecules 2025 dataset describes the ion C5H9N2S with charge +1. The level of theory is the ωB97M-V functional and the def2-TZVPD basis.

Geometry as XYZ:
```
17
Properties=species:S:1:pos:R:3:forces:R:3:lowdin_charge:R:1
C -0.663 -1.520 -0.225 -3.02 0.73 0.55 0.015
C -1.391 -0.422 -0.487 1.43 -1.90 -1.06 0.033
C 1.540 -2.045 0.285 1.00 0.81 -0.71 0.117
C 0.774 0.205 0.060 -0.68 0.56 -0.25 -0.610
C -1.155 1.870 0.283 -1.21 0.86 1.60 -0.008
N 0.603 -1.161 0.064 4.44 1.45 0.87 -0.192
N -0.538 0.755 -0.478 0.85 0.90 -0.52 -0.126
S 2.311 0.973 -0.113 -0.65 -0.25 -0.80 0.863
H -0.963 -2.537 -0.011 -0.20 0.07 -0.54 0.161
H -2.315 -0.501 -0.981 -1.32 0.71 -0.07 0.131
H 2.632 -1.913 0.207 -0.95 0.73 0.47 0.107
H 1.197 -3.001 0.215 -0.74 -2.57 0.10 0.059
H -1.317 1.685 1.359 0.46 -0.67 -0.45 0.116
H -0.463 2.734 0.261 -0.77 -0.31 -0.52 0.115
H -2.207 1.988 -0.103 1.35 0.53 -0.07 0.127
H -0.411 1.309 -1.393 -0.09 -1.89 0.72 0.219
H 2.366 1.581 1.057 0.09 0.24 0.68 -0.126
```
Positions in Å, forces in eV/Å.

Its relative energy (zero: lowest compared OMol25 entry of this formula, charge and spin) is 91.0 kcal per mole. As for the total charge: +1.



# 4
This record from the Open Molecules 2025 dataset describes a structure of composition C39H66F11N14O11S5. The level of theory is the ωB97M-V functional and the def2-TZVPD basis.

Geometry as XYZ:
```
146
Properties=species:S:1:pos:R:3:forces:R:3:lowdin_charge:R:1
C 2.595 4.075 -2.177 0.68 1.44 -0.02 -0.071
C 2.250 3.402 -0.850 -0.81 -0.46 0.15 -0.150
N 2.175 4.320 0.342 -0.95 0.79 -0.21 0.005
C 1.002 4.747 1.024 0.37 -1.96 -1.24 0.000
C 1.401 5.578 1.980 -0.46 0.84 0.63 -0.041
N 2.752 5.723 1.879 1.16 2.15 0.78 -0.054
C 3.179 5.016 0.865 0.33 -1.19 -0.84 -0.036
C 3.621 6.675 2.637 0.55 -0.27 1.19 0.039
H 1.775 4.748 -2.494 0.17 -0.56 -0.08 0.072
H 2.897 3.360 -2.969 -0.56 0.25 0.68 0.089
H 3.460 4.781 -2.083 -0.44 -0.72 0.16 0.087
H 2.972 2.594 -0.622 -0.61 0.50 -0.09 0.096
H 1.201 3.012 -0.922 1.03 -0.10 0.14 0.116
H 0.018 4.313 0.847 0.48 0.20 -0.12 0.118
H 0.801 6.148 2.649 -0.11 0.17 0.52 0.134
H 4.193 5.032 0.511 0.48 -0.12 -0.16 0.101
H 4.525 7.039 2.147 -0.09 -0.95 -0.76 0.101
H 3.948 6.227 3.601 -0.37 0.10 -0.72 0.109
H 3.165 7.621 2.874 -1.07 -0.01 0.00 0.092
C -6.604 -2.415 6.262 -0.34 0.21 -0.28 -0.054
C -7.289 -3.623 5.691 -1.08 -1.57 -0.12 -0.157
N -6.653 -4.059 4.428 -0.83 1.94 1.26 -0.060
C -6.268 -5.314 4.182 0.59 -1.46 -0.82 -0.003
C -5.786 -5.330 2.900 -0.25 -0.29 0.25 0.013
N -5.909 -4.048 2.429 0.13 -0.36 0.20 -0.084
C -6.407 -3.282 3.397 0.42 -0.15 -1.38 -0.008
C -5.458 -3.550 1.154 0.47 0.00 -1.37 0.007
H -6.824 -1.636 5.504 0.30 0.15 0.93 0.088
H -5.526 -2.538 6.349 -0.01 -0.05 0.04 0.088
H -7.032 -2.179 7.246 0.13 0.19 -0.48 0.101
H -8.372 -3.420 5.499 0.89 -0.05 -0.03 0.151
H -7.293 -4.592 6.227 0.16 0.94 0.57 0.130
H -6.358 -6.083 4.941 -0.01 0.08 -0.36 0.149
H -5.428 -6.140 2.287 0.00 0.09 0.07 0.137
H -6.470 -2.225 3.233 -0.42 0.28 0.53 0.168
H -5.997 -2.645 0.879 0.03 0.02 0.25 0.105
H -5.641 -4.266 0.330 0.03 0.12 0.72 0.118
H -4.388 -3.319 1.197 -0.27 -0.03 -0.02 0.087
C 5.157 -3.576 3.952 2.17 0.41 -0.65 -0.071
C 5.430 -2.099 4.187 -1.97 -0.56 0.48 -0.127
N 4.209 -1.296 3.797 1.48 -0.52 -0.53 -0.017
C 2.910 -1.663 3.549 -0.62 0.16 -0.43 -0.015
C 2.183 -0.532 3.377 0.63 0.51 1.06 0.024
N 3.078 0.484 3.648 -1.54 2.38 -1.44 -0.076
C 4.298 0.029 3.727 -0.75 -1.31 1.00 -0.036
C 2.708 1.917 3.848 0.30 -1.14 1.26 0.059
H 4.311 -3.989 4.435 -0.90 -0.18 0.53 0.057
H 6.065 -4.110 4.325 -0.77 0.17 -0.50 0.109
H 5.097 -3.660 2.853 -0.07 -0.55 0.46 0.091
H 6.246 -1.822 3.565 0.59 0.56 -0.50 0.120
H 5.633 -1.829 5.224 0.05 -0.20 -0.06 0.136
H 2.477 -2.626 3.431 0.52 -0.78 0.20 0.121
H 1.134 -0.326 3.197 0.20 -0.15 0.05 0.138
H 5.195 0.572 3.820 0.72 0.64 0.25 0.171
H 3.199 2.174 4.797 -0.21 0.30 -0.36 0.111
H 1.631 1.962 4.021 0.17 0.11 -0.39 0.105
H 3.076 2.537 3.058 -0.02 0.29 -0.59 0.081
C 1.267 -7.459 2.683 0.00 -0.70 0.31 -0.069
C -0.015 -7.023 2.018 0.28 0.43 0.70 -0.182
N 0.271 -5.942 1.091 1.17 0.69 -1.73 -0.051
C -0.653 -5.028 0.716 -0.63 1.38 -0.88 -0.019
C -0.085 -4.202 -0.215 0.32 0.39 -0.64 0.021
N 1.221 -4.643 -0.449 -0.75 -0.62 0.37 -0.051
C 1.396 -5.705 0.325 -0.63 -0.53 1.66 -0.004
C 2.215 -4.174 -1.473 -0.01 1.11 1.77 0.056
H 1.991 -7.834 1.960 -0.04 -0.22 0.02 0.073
H 0.953 -8.300 3.323 0.71 0.39 0.10 0.100
H 1.777 -6.637 3.247 -0.76 -0.71 -0.26 0.101
H -0.691 -6.674 2.800 0.10 0.63 -0.07 0.128
H -0.639 -7.762 1.529 0.59 -0.59 -0.39 0.136
H -1.688 -5.010 1.075 0.75 -0.06 -0.04 0.144
H -0.468 -3.359 -0.784 -0.16 -0.23 0.17 0.107
H 2.336 -6.204 0.477 -0.03 -0.22 -0.21 0.155
H 3.183 -4.663 -1.297 -0.61 -0.15 -0.37 0.110
H 2.369 -3.097 -1.348 -0.05 -0.14 0.34 0.092
H 1.783 -4.231 -2.436 -0.23 -0.77 -1.00 0.090
C -4.846 4.073 0.628 1.18 -0.23 -1.24 -0.048
C -3.479 4.591 1.047 1.01 -0.09 0.52 -0.137
N -2.592 4.680 -0.172 0.24 -1.38 0.39 -0.036
C -2.424 5.860 -0.813 -1.47 1.89 0.98 -0.054
C -1.864 5.659 -2.004 0.29 -0.49 -0.54 -0.019
N -1.658 4.305 -2.089 -0.15 -0.57 -0.66 -0.066
C -2.065 3.697 -0.946 -0.41 1.13 -0.81 0.014
C -1.298 3.652 -3.385 1.73 0.28 1.05 0.040
H -5.275 4.778 -0.044 -0.59 0.61 -0.64 0.071
H -5.530 3.895 1.409 -0.48 -0.12 1.19 0.073
H -4.718 3.126 0.067 0.02 0.39 0.45 0.093
H -3.058 3.929 1.814 0.15 0.09 -0.56 0.093
H -3.375 5.611 1.473 -0.77 -0.55 -0.29 0.133
H -2.906 6.766 -0.432 0.56 -0.43 -0.06 0.154
H -1.654 6.360 -2.793 0.08 -0.18 -0.05 0.142
H -2.021 2.624 -0.753 -0.19 0.26 0.14 0.139
H -0.286 3.247 -3.243 -0.32 -0.04 -0.30 0.069
H -1.245 4.397 -4.192 -0.37 -0.24 0.51 0.110
H -1.959 2.837 -3.588 -0.53 -0.27 -0.16 0.087
C -4.652 -0.483 -7.599 0.26 2.56 0.77 -0.045
C -3.380 0.050 -6.916 0.53 -1.98 0.45 -0.120
N -2.229 -0.955 -6.917 -1.76 0.96 -0.17 -0.023
C -2.188 -2.238 -6.433 1.19 -0.12 -0.26 -0.004
C -0.882 -2.631 -6.572 -0.04 -0.61 0.39 -0.016
N -0.192 -1.598 -7.148 0.55 -0.42 -0.03 -0.086
C -1.045 -0.601 -7.343 0.97 -0.84 0.07 -0.057
C 1.263 -1.595 -7.392 -0.27 1.33 0.26 0.036
H -5.125 -1.157 -6.905 -0.51 -0.43 -0.33 0.073
H -4.542 -0.793 -8.623 0.42 -0.73 -0.13 0.080
H -5.250 0.460 -7.727 -0.02 -0.98 0.46 0.102
H -3.496 0.265 -5.842 -0.43 0.00 -0.46 0.118
H -2.981 0.914 -7.395 0.25 0.62 -0.44 0.106
H -3.034 -2.781 -6.073 -0.25 0.08 0.22 0.134
H -0.349 -3.537 -6.256 -0.57 0.54 -0.30 0.150
H -0.791 0.298 -7.818 0.17 1.07 -0.36 0.161
H 1.634 -2.588 -7.404 0.14 -0.89 -0.12 0.088
H 1.805 -1.022 -6.640 -0.39 -0.16 0.42 0.100
H 1.507 -1.085 -8.311 -0.26 -0.15 -0.54 0.101
N -1.213 -0.220 -2.413 -1.97 -0.12 0.35 -0.299
S -2.401 -1.370 -2.508 5.58 -0.43 -2.48 0.478
O -1.867 -2.705 -2.320 -0.56 0.73 0.35 -0.312
O -3.231 -1.200 -3.641 -1.14 0.47 -0.16 -0.266
F -3.083 -0.993 -1.250 -1.80 0.59 1.94 -0.101
S 0.063 -0.126 -3.280 -1.65 -4.07 2.16 0.466
O 0.759 1.059 -3.097 1.37 2.38 0.51 -0.251
O -0.068 -0.686 -4.567 0.28 -0.43 -1.57 -0.267
F 0.951 -1.296 -2.443 -0.08 1.00 -0.95 -0.255
C -3.149 -0.596 2.348 -1.79 -2.47 1.71 -0.507
F -4.460 -0.834 2.020 0.39 0.75 -0.24 0.051
F -3.159 -0.930 3.726 0.76 0.67 -1.96 0.037
F -2.504 -1.629 1.698 0.19 1.42 0.77 0.059
S -2.613 1.149 1.984 -1.72 -1.36 -0.17 0.387
O -3.669 1.966 2.501 -0.15 -0.03 0.47 -0.279
O -1.364 1.186 2.629 2.45 0.42 1.41 -0.291
O -2.558 1.056 0.564 0.07 0.38 -1.78 -0.319
C 6.220 0.911 -0.200 -2.00 -0.54 -0.31 -0.684
F 5.182 0.856 0.726 0.36 0.01 -0.31 0.043
F 7.261 1.322 0.416 1.89 1.01 1.14 0.185
F 6.445 -0.341 -0.569 -0.26 -0.37 -0.56 0.146
S 5.710 2.079 -1.559 1.69 -0.50 -0.73 0.565
O 6.756 2.083 -2.545 -0.58 -0.43 0.56 -0.250
O 4.402 1.618 -1.903 -0.42 -0.22 -0.14 -0.296
N 5.636 3.370 -0.695 0.22 1.34 1.00 -0.301
S 6.600 4.657 -0.805 -3.49 0.48 1.42 0.633
O 7.080 4.874 -2.100 0.33 0.85 -1.76 -0.220
O 5.878 5.698 -0.018 1.38 -1.65 -1.42 -0.337
C 8.116 4.498 0.101 3.46 0.37 1.49 -0.644
F 8.602 5.765 0.198 -0.35 -0.78 -0.36 0.118
F 7.961 4.075 1.359 -0.43 -0.37 -0.09 0.127
F 9.111 3.746 -0.461 -1.76 0.61 0.27 0.131
```
Positions in Å, forces in eV/Å.

As for the total charge: +3. The calculated total energy comes out at -6208.48170 Eh.



Question: Number 3 is which compound?
Answer: C5H9N2S